ORCA calculation (ωB97M-V with the def2-TZVPD basis set) on a 10-piece molecular cluster, C19H58N4O10 overall in a non-equilibrium geometry.

CARTESIAN COORDINATES (ANGSTROEM)
N1 5.40574 -1.00219 4.47416
C1 5.76183 -0.84477 3.22672
N2 5.17657 0.18399 2.79988
O1 6.57941 -1.56666 2.65653
H1 4.75197 -0.37003 4.91354
H2 5.85038 -1.74031 5.00101
H3 5.38541 0.45221 1.84880
H4 4.52427 0.69168 3.38026
N3 8.21374 1.90548 -3.92209
C2 7.11564 1.36752 -3.36969
N4 6.75448 0.39966 -4.12132
O2 6.64192 1.79136 -2.36595
H5 8.60962 2.64625 -3.36116
H6 8.69320 1.59165 -4.75379
H7 5.95607 -0.12927 -3.80060
H8 7.37332 0.16636 -4.88468
C3 0.46700 -1.91503 0.38058
C4 0.00833 -0.45453 0.06099
C5 -0.31646 -0.27621 -1.44734
O3 -1.13217 -0.25175 0.82687
H9 0.72691 -2.03443 1.43238
H10 1.41741 -2.12200 -0.11135
H11 -0.23846 -2.69236 0.08702
H12 0.76503 0.25060 0.40493
H13 -0.59217 0.75499 -1.66803
H14 -1.16909 -0.90252 -1.70974
H15 0.55534 -0.48053 -2.06888
H16 -1.77764 0.13717 0.23215
C6 3.02126 6.16613 -0.71537
C7 4.03675 6.93596 -1.51142
O4 3.56759 8.21023 -1.90242
H17 2.60336 6.73399 0.11589
H18 3.49033 5.26481 -0.32079
H19 2.23890 5.79664 -1.37831
H20 4.36048 6.43010 -2.42104
H21 4.91442 7.06663 -0.87839
H22 3.94744 8.55449 -2.71409
C8 -1.19114 -6.74741 -5.01339
C9 -2.01820 -6.09833 -6.05106
O5 -3.35909 -5.79247 -5.62987
H23 -0.13538 -6.85804 -5.26081
H24 -1.55450 -7.73521 -4.72997
H25 -1.27389 -6.18745 -4.08188
H26 -2.09609 -6.79575 -6.88512
H27 -1.42692 -5.24150 -6.37407
H28 -3.86360 -6.60448 -5.54206
C10 -1.94070 -2.69430 6.14997
C11 -2.44197 -1.34093 6.69769
O6 -1.77881 -0.34632 5.94479
H29 -0.90654 -2.94970 6.38100
H30 -2.09571 -2.74557 5.07226
H31 -2.54725 -3.48575 6.59021
H32 -2.24762 -1.23775 7.76525
H33 -3.52136 -1.27310 6.56196
H34 -2.01744 -0.43744 5.01940
C12 -1.60589 6.25897 -6.16638
C13 -2.82959 5.87403 -5.37604
O7 -2.52125 5.69403 -3.99235
H35 -1.93669 6.83526 -7.03041
H36 -1.17140 5.33895 -6.55740
H37 -0.96841 6.84399 -5.50345
H38 -3.24206 4.97480 -5.83361
H39 -3.54992 6.69054 -5.42642
H40 -2.15695 6.52636 -3.68233
C14 -6.89344 -1.01450 3.02445
C15 -6.79015 0.48545 3.16038
O8 -7.39088 1.03140 2.07287
H41 -6.91236 -1.51627 3.99191
H42 -6.09791 -1.38240 2.37647
H43 -7.88127 -1.24381 2.62482
H44 -5.78721 0.85969 3.36568
H45 -7.37385 0.88591 3.98925
H46 -6.73263 1.06430 1.37486
C16 -7.48918 2.21203 -3.71769
C17 -6.37166 1.23893 -3.25402
O9 -5.49203 1.87867 -2.29409
H47 -7.10362 3.17467 -4.05349
H48 -8.14914 2.45763 -2.88568
H49 -7.98524 1.72089 -4.55482
H50 -5.74877 1.05464 -4.12932
H51 -6.65245 0.22778 -2.95934
H52 -5.06155 2.59020 -2.77368
C18 4.39927 -6.06672 6.44615
C19 5.18125 -6.07224 7.73769
O10 6.09807 -4.99678 7.67855
H53 5.07094 -5.94262 5.59670
H54 3.73310 -5.20399 6.44344
H55 3.83013 -6.99295 6.36691
H56 5.55130 -7.09623 7.78887
H57 4.50133 -5.91192 8.57442
H58 6.25781 -4.62233 8.54796

Properties
Total charge: 0
SMILES: NC(N)=O.NC(N)=O.CC(C)O.CCO.CCO.CCO.CCO.CCO.CCO.CCO
Frontier orbital gap (eV): 9.83
Energy relative to the best compared isomer or geometry (same formula, charge and spin) (kJ/mol): 340.16
E_HOMO (eV): -9.4588

ORCA calculation (ωB97M-V with the def2-TZVPD basis set) on a 20-piece molecular cluster, C19H59ClF2O23S overall in a non-equilibrium geometry.

CARTESIAN COORDINATES (ANGSTROEM)
C1 5.57903 -0.66849 -0.51361
C2 4.28557 -1.50666 -0.54206
F1 3.43974 -1.08457 0.48871
C3 3.54467 -1.44242 -1.90642
C4 2.05966 -1.19258 -1.73032
C5 1.58486 0.08106 -2.02421
C6 0.25777 0.45839 -1.85959
C7 -0.09830 1.88348 -2.23525
C8 -0.11224 2.84938 -1.02887
F2 0.28805 2.19622 0.13940
C9 -0.68474 -0.45652 -1.36222
C10 -2.10558 0.01242 -1.14154
C11 -3.17328 -0.69236 -2.01058
C12 -4.43867 -1.08624 -1.21564
C13 -5.54258 -0.01606 -1.35783
S1 -6.49346 0.17995 0.16075
O1 -6.30678 1.48156 0.75679
O2 -6.27547 -0.90130 1.07918
Cl1 -8.48444 0.02138 -0.38884
C14 -0.22591 -1.75312 -1.10470
C15 1.12137 -2.13469 -1.29038
C16 1.52870 -3.54134 -1.02117
O3 2.69008 -3.88676 -0.92642
C17 0.47366 -4.58847 -0.90495
C18 -0.79072 -4.22490 -0.71254
C19 -1.16853 -2.79132 -0.57717
O4 -2.21213 -2.52771 -0.02626
H1 5.77883 -0.20037 -1.47623
H2 5.56839 0.05813 0.29642
H3 6.40410 -1.35011 -0.30045
H4 4.55057 -2.53312 -0.31543
H5 3.76070 -2.35311 -2.45820
H6 3.94093 -0.56968 -2.42259
H7 2.30157 0.81093 -2.37860
H8 -1.04163 1.87710 -2.77777
H9 0.66064 2.22170 -2.93763
H10 0.60218 3.64425 -1.20382
H11 -1.11689 3.24654 -0.89782
H12 -2.16229 1.08060 -1.33378
H13 -2.34469 -0.10949 -0.08695
H14 -3.46768 -0.03298 -2.83148
H15 -2.77621 -1.59550 -2.47151
H16 -4.18599 -1.20366 -0.16665
H17 -4.81946 -2.03041 -1.59781
H18 -6.26307 -0.37693 -2.09479
H19 -5.18375 0.96306 -1.66565
H20 0.76042 -5.62870 -0.96367
H21 -1.55691 -4.98536 -0.63060
O5 -8.00406 -0.64393 4.09065
H22 -7.49143 0.10702 4.40421
H23 -7.65745 -0.81181 3.20904
O6 -5.84839 4.01678 2.27315
H24 -6.29726 3.37834 1.70848
H25 -6.48673 4.72665 2.38633
O7 6.32877 0.65352 2.15965
H26 5.89508 1.39572 2.59363
H27 6.41058 -0.00993 2.85770
O8 1.35890 4.04492 2.20977
H28 0.96498 3.43945 1.56264
H29 0.66900 4.69907 2.36299
O9 8.69358 2.96685 2.54651
H30 7.87972 2.49901 2.32577
H31 9.07879 3.18474 1.69174
O10 -3.16044 -6.63929 -0.52263
H32 -3.51004 -5.86323 -0.06466
H33 -3.11469 -7.31491 0.16317
O11 11.59920 2.92509 2.95299
H34 10.69470 2.95859 3.29136
H35 11.53262 2.33314 2.19598
O12 -3.32950 1.20517 1.72445
H36 -2.64234 1.71005 2.16990
H37 -4.12007 1.75291 1.80489
O13 1.52366 5.57753 -0.44612
H38 1.73329 4.91608 0.22942
H39 2.35177 6.04038 -0.60189
O14 2.61745 6.50526 2.31775
H40 2.18578 7.22172 2.79323
H41 2.68356 5.78989 2.95836
O15 10.69632 0.44015 0.62751
H42 10.86813 -0.41427 1.03556
H43 11.43077 0.56731 0.01840
O16 -9.17234 2.59780 1.76604
H44 -9.90839 2.65766 1.15004
H45 -8.47909 2.15059 1.26871
O17 3.86087 -0.66420 3.29991
H46 2.95971 -0.63186 3.63272
H47 3.81445 -1.23474 2.52205
O18 3.67576 -5.94941 0.81630
H48 3.39979 -5.19533 0.27176
H49 4.08471 -5.55689 1.59252
O19 -8.04825 -1.66721 -3.16311
H50 -8.54822 -1.36461 -3.92720
H51 -8.50470 -1.28582 -2.40206
O20 -6.08520 -6.25871 -1.31684
H52 -5.13836 -6.35747 -1.15564
H53 -6.15992 -6.16531 -2.27063
O21 7.22022 -1.06286 4.65578
H54 7.34401 -1.76318 5.30269
H55 6.90714 -0.31456 5.17423
O22 -6.46541 2.67024 -2.95719
H56 -6.75005 3.06291 -3.78814
H57 -7.03460 3.07769 -2.29591
O23 0.81215 0.33914 -5.00664
H58 0.98000 -0.52824 -4.62329
H59 1.55145 0.48520 -5.60523

Properties
Total charge: 0
Frontier orbital gap (eV): 8.22
E_HOMO (eV): -9.4720